# 1
Molecular formula: C36H95NO30S10
Method: DFT, wB97M-V/def2-TZVPD

Summary:
highest occupied orbital energy = -8.585 eV
charge = 0
total energy = -7722.2527 hartree
max |F| = 2.9 eV Å⁻¹
lowest unoccupied orbital energy = -0.304 eV
structure (SMILES) = CCOS(C)(=O)=O.CCOS(C)(=O)=O.CCOS(C)(=O)=O.CCOS(C)(=O)=O.CCOS(C)(=O)=O.CCOS(C)(=O)=O.CCOS(C)(=O)=O.CCOS(C)(=O)=O.CCOS(C)(=O)=O.CCOS(C)(=O)=O.CCN(CC)CC
relative energy (zero: lowest compared OMol25 entry of this formula, charge and spin) = 0.0 kJ/mol

Element x y z (Å)
C 0.835 1.965 -0.816
C -0.314 1.000 -0.598
N -0.248 0.421 0.754
C -1.563 -0.008 1.210
C -2.135 -1.175 0.407
C 0.848 -0.499 0.967
C 1.392 -0.267 2.376
H 0.720 2.710 -1.605
H 1.764 1.428 -0.996
H 0.975 2.572 0.086
H -1.287 1.407 -0.871
H -0.116 0.229 -1.358
H -1.586 -0.283 2.272
H -2.144 0.920 1.250
H -1.339 -1.911 0.288
H -2.948 -1.642 0.962
H -2.419 -0.827 -0.588
H 1.591 -0.349 0.182
H 0.645 -1.577 0.860
H 0.569 -0.169 3.092
H 1.807 0.735 2.506
H 1.952 -1.114 2.777
O 0.269 2.632 -4.563
S -0.668 1.581 -4.899
O -1.559 1.055 -3.906
O -1.653 2.066 -6.098
C -1.104 2.895 -7.150
C -1.499 4.352 -6.924
C 0.216 0.278 -5.733
H -1.550 2.507 -8.068
H -0.047 2.665 -7.299
H -1.190 4.704 -5.940
H -2.586 4.384 -6.950
H -0.981 4.951 -7.671
H 1.051 -0.085 -5.130
H 0.742 0.655 -6.609
H -0.453 -0.554 -5.929
O -4.953 -2.896 -2.852
S -4.590 -4.041 -3.657
O -4.975 -4.182 -5.024
O -2.946 -4.123 -3.534
C -2.443 -4.052 -2.224
C -0.942 -3.964 -2.206
C -5.078 -5.556 -2.707
H -2.701 -4.826 -1.493
H -2.877 -3.219 -1.659
H -0.426 -4.778 -2.716
H -0.635 -3.924 -1.161
H -0.567 -3.046 -2.669
H -5.953 -5.994 -3.175
H -5.255 -5.209 -1.690
H -4.247 -6.254 -2.633
O 4.123 8.427 -3.245
S 4.901 7.984 -2.103
O 5.006 8.839 -0.945
O 4.392 6.526 -1.619
C 3.097 6.482 -1.032
C 2.776 5.119 -0.438
C 6.583 7.513 -2.647
H 2.352 6.749 -1.796
H 3.015 7.332 -0.343
H 2.851 4.327 -1.185
H 1.782 5.162 -0.002
H 3.571 4.841 0.255
H 7.045 8.307 -3.227
H 6.473 6.603 -3.229
H 7.149 7.415 -1.724
O -3.909 -4.257 0.575
S -3.140 -5.034 1.511
O -3.252 -6.434 1.858
O -1.599 -4.812 1.100
C -0.555 -5.503 1.807
C 0.234 -6.355 0.807
C -3.103 -4.186 3.099
H -0.958 -6.024 2.671
H 0.127 -4.708 2.121
H 0.928 -6.998 1.355
H 0.876 -5.806 0.122
H -0.469 -6.993 0.272
H -3.003 -4.927 3.884
H -4.065 -3.687 3.214
H -2.312 -3.442 3.047
O 0.372 3.332 6.009
S 0.552 3.876 4.672
O 0.510 5.281 4.392
O 1.998 3.359 4.077
C 2.641 4.102 3.040
C 3.822 3.235 2.642
C -0.518 2.978 3.455
H 2.915 5.104 3.364
H 1.999 4.130 2.154
H 3.458 2.239 2.392
H 4.447 3.110 3.534
H 4.530 3.596 1.899
H -1.524 3.125 3.846
H -0.206 1.941 3.503
H -0.413 3.464 2.491
O 3.988 -5.015 3.432
S 4.955 -3.951 3.354
O 6.369 -4.136 3.425
O 4.690 -3.130 1.947
C 3.693 -3.545 0.980
C 3.911 -4.959 0.442
C 4.453 -2.632 4.428
H 3.898 -2.804 0.206
H 2.742 -3.396 1.496
H 3.474 -5.657 1.158
H 4.919 -5.258 0.184
H 3.180 -5.050 -0.370
H 3.393 -2.444 4.269
H 5.028 -1.741 4.185
H 4.641 -2.877 5.472
O -7.081 -5.384 0.356
S -7.336 -4.535 1.491
O -6.344 -4.499 2.553
O -7.539 -3.027 0.969
C -6.409 -2.575 0.184
C -5.665 -1.381 0.759
C -8.898 -4.994 2.114
H -6.785 -2.271 -0.796
H -5.769 -3.420 -0.052
H -5.351 -1.718 1.753
H -6.256 -0.471 0.823
H -4.744 -1.192 0.213
H -8.942 -4.473 3.070
H -8.990 -6.074 2.163
H -9.687 -4.632 1.456
O 3.917 1.774 -2.246
S 5.211 2.431 -2.198
O 5.669 3.203 -1.073
O 6.342 1.305 -2.428
C 6.066 0.244 -3.325
C 7.359 -0.001 -4.129
C 5.404 3.447 -3.702
H 5.273 0.492 -4.032
H 5.843 -0.720 -2.867
H 8.139 -0.288 -3.427
H 7.599 0.880 -4.725
H 7.225 -0.799 -4.861
H 6.417 3.839 -3.657
H 4.672 4.250 -3.634
H 5.201 2.892 -4.614
O 0.847 0.013 7.684
S 1.024 -0.426 6.319
O 1.194 -1.821 5.972
O -0.065 0.306 5.342
C -1.380 -0.257 5.410
C -2.094 0.197 6.666
C 2.392 0.625 5.729
H -1.425 -1.341 5.299
H -1.953 0.240 4.622
H -3.189 0.154 6.652
H -1.887 1.246 6.883
H -1.894 -0.412 7.550
H 2.216 0.935 4.708
H 3.327 0.097 5.911
H 2.404 1.463 6.421
O -3.914 5.155 -2.155
S -3.282 4.031 -1.548
O -3.193 3.855 -0.131
O -4.011 2.748 -2.197
C -3.780 1.462 -1.607
C -4.829 0.518 -2.105
C -1.603 3.830 -2.297
H -3.842 1.460 -0.518
H -2.806 1.136 -1.983
H -4.902 0.460 -3.193
H -5.830 0.689 -1.707
H -4.586 -0.519 -1.853
H -0.908 4.185 -1.531
H -1.518 4.537 -3.116
H -1.285 2.808 -2.488

***

# 2
Molecular formula: H5NO3Si
Method: DFT, wB97M-V/def2-TZVPD

Summary:
highest occupied orbital energy = -10.744 eV
charge = 0
total energy = -573.0742 hartree
max |F| = 2.5 eV Å⁻¹
lowest unoccupied orbital energy = -0.105 eV
structure (SMILES) = O=[Si](O)O.N
relative energy (zero: lowest compared OMol25 entry of this formula, charge and spin) = 214.3 kJ/mol

Element x y z (Å)
N 1.533 -0.458 1.310
O -0.182 -0.329 -1.651
O -0.808 1.600 0.419
O -2.634 -0.010 -0.948
Si -1.165 0.523 -0.565
H 1.565 -0.241 2.281
H 1.181 0.409 0.929
H 0.671 -0.257 -1.187
H 2.483 -0.533 1.025
H -2.645 -0.706 -1.614

***

Question: Which value of max |F| does entry 1 give?
Answer: 2.9 eV Å⁻¹